[1]
Molecular formula: C26H36N3
Method: DFT, ωB97M-V with the def2-TZVPD basis set

Last column: natural (NBO) charge in e.
Cartesian coordinates (Å):
C -3.515 2.330 3.166  -0.43
H 3.791 -1.198 -0.833  0.23
H -3.983 2.726 2.264  0.22
C -0.132 0.547 0.996  0.05
H -0.619 -1.202 -1.080  0.23
C -3.865 1.436 -5.929  -0.41
H 1.869 0.305 -0.884  0.23
C 4.242 -4.288 1.749  -0.22
C -0.692 0.840 -0.284  -0.21
H -4.187 0.536 4.169  0.23
H 6.653 -4.647 -0.500  0.23
H 6.024 -5.470 2.138  0.23
C 3.050 -1.217 -0.033  -0.30
C -1.525 0.123 -2.466  -0.30
C -2.033 2.728 3.167  -0.22
C -2.122 0.307 3.501  -0.22
C 1.002 -0.326 1.040  -0.13
C -2.649 3.054 -4.521  -0.22
C 2.268 -2.170 2.056  -0.30
C 1.958 -0.367 -0.032  -0.14
H -4.135 3.618 -6.029  0.23
C -1.883 1.448 -2.804  0.35
C -0.892 -0.174 -1.277  -0.12
H 7.151 -3.728 0.945  0.22
C -0.036 1.593 4.039  -0.42
C 1.233 -1.252 2.095  -0.15
H -2.356 0.020 -5.283  0.20
H 0.540 -1.258 2.935  0.22
H 5.034 -3.060 -1.022  0.19
H 5.863 -2.008 0.129  0.21
C 5.472 -5.087 1.275  -0.41
C 3.216 -2.188 0.997  0.36
H -0.395 1.776 5.064  0.20
H 0.570 0.681 3.978  0.20
H -3.778 0.046 -4.232  0.21
C -1.036 2.172 -0.633  -0.12
C -3.344 2.877 -5.885  -0.41
N -1.208 1.437 3.135  -0.47
H -3.993 0.321 2.414  0.22
H -1.769 3.509 -2.141  0.23
C -3.108 0.684 -4.827  -0.22
C -3.569 0.802 3.300  -0.42
H -0.545 1.186 1.858  0.30
H -1.757 -0.669 -3.176  0.23
C 5.353 -2.977 0.028  -0.22
H -1.713 3.407 2.352  0.20
H -3.252 3.659 -3.827  0.19
H -1.684 3.571 -4.635  0.21
C 6.294 -4.135 0.397  -0.41
H 2.402 -2.896 2.868  0.23
N 4.235 -3.093 0.937  -0.40
H -1.857 -0.554 2.872  0.20
H 0.553 2.456 3.684  0.21
H -4.940 1.404 -5.726  0.22
H -4.028 2.776 4.028  0.22
C -1.552 2.479 -1.876  -0.30
H -2.588 3.016 -6.666  0.22
H 5.135 -5.933 0.665  0.22
H -0.862 2.966 0.104  0.22
N -2.484 1.715 -4.000  -0.40
H 4.331 -4.038 2.820  0.19
H -1.964 0.071 4.558  0.19
H 3.309 -4.871 1.641  0.21
H -3.676 0.964 -6.896  0.23
H -1.818 3.221 4.132  0.19

Results
- E_HOMO: -9.949 eV
- E_tot: -32009.122 eV
- Molecular weight: 390.595 g/mol
- E_LUMO: -3.92 eV
- Total charge: +1
- Orbital gap: 6.03 eV


[2]
Molecular formula: C45H39F12GeN3O2S2Sn
Method: DFT, ωB97M-V with the def2-TZVPD basis set

Last column: Mulliken charge in e.
Cartesian coordinates (Å):
H -4.202 -0.475 4.603  0.35
C 4.207 -1.857 3.000  -0.81
H 1.488 6.966 1.982  0.40
C 2.162 -2.800 3.827  -0.59
C 0.175 4.356 1.788  -1.16
O 1.973 0.314 -1.736  -1.36
C -3.942 2.818 -3.529  0.35
C 2.408 -2.365 1.461  0.09
F -3.062 -0.947 -0.366  0.03
H 1.890 5.428 -0.726  0.33
N -0.948 1.834 -0.741  0.42
H -5.301 4.241 -4.400  0.36
H 3.002 -2.704 -2.608  0.40
S -3.597 1.129 1.660  -0.24
C -3.245 -1.174 -1.681  0.26
H -5.991 2.627 -4.170  0.35
H 3.908 -1.669 -1.515  0.29
C -3.112 -4.822 1.164  -1.18
H 3.889 -3.422 -1.229  0.51
C -3.572 1.497 -3.333  -0.73
O -0.962 -0.771 -1.992  -0.96
C 1.269 -5.092 -1.303  -0.74
N 1.939 1.578 0.532  0.01
H 5.206 -1.476 3.177  0.48
C 3.008 3.627 -0.062  -0.49
H -4.294 -1.806 3.445  0.30
C -2.173 -0.392 -2.492  1.75
C -2.538 -3.539 1.243  -0.78
H -1.636 4.205 -1.489  0.44
H -2.183 -2.522 3.721  0.23
C 2.348 2.183 -3.159  0.12
C -4.302 -0.716 3.540  -1.55
C -1.187 -5.601 -0.080  1.15
C -0.278 2.893 -0.114  -0.76
C -0.601 3.333 1.107  -0.62
C -0.517 -6.620 -0.796  -0.99
F -1.644 -0.090 -4.830  -0.25
H -0.597 -1.822 4.099  0.00
C 2.606 1.512 -1.785  2.73
F -3.417 -1.273 -4.429  -0.30
H 2.298 2.001 3.605  0.34
F -1.465 -2.090 -4.046  -0.21
H -0.151 4.644 2.784  0.40
H 1.180 -7.141 -1.972  0.39
C -3.183 -0.076 2.746  1.05
Ge 1.713 -2.377 -0.411  1.76
C 0.949 3.407 -0.805  -0.13
C 1.244 4.950 1.252  0.37
F -3.131 -2.507 -1.869  -0.33
H -0.977 -7.599 -0.862  0.38
H 3.856 3.999 -0.627  0.44
F 4.916 2.331 -1.832  -0.33
H 4.283 -1.492 0.890  0.24
H 2.215 -4.919 -1.802  0.37
H -5.258 -0.339 3.189  0.39
F 4.443 0.717 -0.462  -0.15
N 3.404 3.107 1.232  -0.02
C 0.676 -6.367 -1.407  -0.90
F 1.049 2.150 -3.470  -0.06
C 3.444 -2.321 4.061  -0.65
Sn 0.190 -0.028 -0.415  2.69
C -1.827 2.088 -1.764  1.16
C -1.310 -3.300 0.697  1.23
H 3.844 -2.310 5.068  0.36
C 2.733 1.348 2.846  -0.94
H -4.086 -5.002 1.601  0.43
H 3.779 1.157 3.089  0.45
C 2.154 2.449 -0.621  0.03
C -2.174 3.433 -2.024  -0.84
C 1.739 4.542 -0.101  -0.50
C 2.031 6.018 1.970  -1.82
H 2.207 5.732 3.009  0.35
C 4.133 1.233 -1.669  0.08
H 1.558 -3.156 4.653  0.46
C -2.447 -5.828 0.523  -0.87
C 3.689 -1.875 1.712  -0.11
H 0.647 -3.195 2.366  0.26
F 3.010 1.589 -4.167  -0.31
H 2.993 6.194 1.485  0.40
H -4.847 2.916 -5.479  0.31
S -0.448 0.113 2.281  -0.05
H 2.184 0.411 2.830  -0.32
C 3.304 -2.568 -1.571  -1.59
H -2.043 -1.301 4.989  0.54
C -3.195 3.788 -2.877  -1.29
F 2.734 3.493 -3.175  -0.33
H 3.843 3.663 1.943  0.36
C -1.659 -1.607 4.011  -1.57
H -0.889 -2.305 0.752  -1.12
C -0.591 -4.312 0.017  -0.17
C 2.645 2.004 1.516  -0.64
F -4.526 -0.857 -1.957  -0.31
C -2.179 -0.960 -3.957  0.34
F 4.562 0.340 -2.579  -0.26
H -3.081 -2.729 1.715  0.81
H -4.148 0.745 -3.852  0.59
H 0.719 3.616 -1.846  1.12
H -1.478 2.929 1.591  0.39
C -5.086 3.173 -4.444  -1.54
H -3.424 4.838 -3.029  0.31
C 0.679 -4.082 -0.586  -0.02
C -1.873 -0.518 2.987  -0.10
H -2.881 -6.819 0.448  0.35
C 1.649 -2.822 2.538  0.14
C -2.520 1.102 -2.509  -0.60

Results
- E_HOMO (alpha / beta): -4.481 / -4.691 eV
- E_tot: -172495.370 eV
- Molecular weight: 1137.257 g/mol
- Multiplicity: 2
- E_LUMO (alpha / beta): 2.01 / 1.15 eV
- Total charge: -1
- Orbital gap (alpha / beta): 6.49 / 5.84 eV


[3]
Molecular formula: C5H11O2
Method: DFT, ωB97M-V with the def2-TZVPD basis set

Last column: natural (NBO) charge in e.
Cartesian coordinates (Å):
C -1.493 0.363 -2.669  -0.74
H 1.711 -0.784 -0.107  0.24
H 1.633 -1.772 1.236  0.21
H 1.094 2.080 1.933  0.19
O -0.587 -1.759 -2.071  -0.80
C 0.664 1.174 2.389  -0.60
H 2.660 -0.286 1.330  0.18
C -1.632 -1.070 -2.090  0.75
H -0.779 0.947 -2.098  0.19
H -1.090 0.215 -3.684  0.20
H 1.445 0.841 3.076  0.19
H -0.213 1.521 2.936  0.20
H -0.170 -0.645 1.819  0.19
H -0.190 0.330 0.461  0.23
O -2.812 -1.445 -1.865  -0.79
H -2.410 0.894 -2.897  0.19
C 0.454 0.109 1.307  -0.42
C 1.715 -0.712 0.993  -0.63

Results
- E_HOMO: -3.794 eV
- E_tot: -9459.282 eV
- Molecular weight: 103.141 g/mol
- E_LUMO: 3.55 eV
- Total charge: -1
- Orbital gap: 7.35 eV


[4]
Molecular formula: C11H14N2OPSc
Method: DFT, ωB97M-V with the def2-TZVPD basis set

Last column: natural (NBO) charge in e.
Cartesian coordinates (Å):
H 1.575 2.526 -3.670  0.19
C 0.741 0.458 -3.923  -0.37
H -0.636 0.012 4.353  0.21
C -1.414 1.072 -3.444  -0.35
P -0.106 -3.248 -1.149  -0.14
H -2.240 -1.021 0.422  0.23
Sc 0.997 -1.401 0.185  1.37
H 0.855 0.879 5.233  0.40
C 0.574 0.543 2.627  -0.12
H -0.810 3.019 -2.483  0.19
C -0.625 -0.005 -3.876  -0.38
C 1.831 0.951 3.368  0.65
C -1.500 -0.605 1.111  -0.05
C -0.575 0.027 3.270  -0.27
O 2.890 1.128 2.770  -0.60
H -1.338 -3.098 -1.909  0.11
H -1.009 -0.976 -4.168  0.18
N 1.705 1.078 4.718  -0.81
H 0.582 -4.204 -2.006  0.04
H -0.538 -4.207 -0.137  0.03
H 1.235 1.275 0.640  0.27
H 1.615 -0.145 -4.183  0.18
C -1.620 -0.490 2.502  -0.24
C 0.752 1.840 -3.615  -0.35
H -2.484 1.188 -3.472  0.19
H -2.566 -0.813 2.953  0.23
N -0.425 -0.032 0.508  -0.66
C 0.568 0.654 1.237  -0.23
C -0.530 2.144 -3.071  -0.32
H 2.495 1.452 5.207  0.41

Results
- E_HOMO (alpha / beta): -5.118 / -5.113 eV
- E_tot: -46643.851 eV
- Molecular weight: 266.176 g/mol
- E_LUMO (alpha / beta): -1.64 / -1.81 eV
- Total charge: 0
- Orbital gap (alpha / beta): 3.48 / 3.30 eV


[5]
Molecular formula: C4H9NO
Method: DFT, ωB97M-V with the def2-TZVPD basis set

Last column: natural (NBO) charge in e.
Cartesian coordinates (Å):
H -1.330 -0.112 1.968  0.21
H 1.357 1.100 0.478  0.29
H -1.377 -1.609 0.759  0.39
N -1.225 -1.343 -0.197  -0.32
H -0.398 1.444 1.714  0.25
C 1.616 0.050 -1.580  0.40
H -0.692 0.515 -0.863  0.28
H 1.696 -0.771 0.394  0.26
H 2.601 0.754 -1.829  0.22
C 1.121 0.104 0.017  -0.46
C -0.439 -0.028 0.018  -0.12
C -1.105 0.658 1.255  -0.64
H -0.549 -1.969 -0.637  0.40
O 0.799 -0.098 -2.558  -0.44
H -2.074 1.303 1.059  0.27

Results
- E_HOMO (alpha / beta): -15.171 / -14.492 eV
- E_tot: -7819.435 eV
- Molecular weight: 87.122 g/mol
- Multiplicity: 2
- E_LUMO (alpha / beta): -4.48 / -9.67 eV
- Total charge: +1
- Orbital gap (alpha / beta): 10.69 / 4.83 eV